{
  "formula": "C12H28AsHfN2O2S4SeSi2Te",
  "method": "ωB97M-V with the def2-TZVPD basis set",
  "orbital_gap_ev": 6.5734,
  "max_force_ha_per_bohr": 0.01283,
  "homo_ev": -4.5,
  "total_charge": -1,
  "symbols": ["Hf", "Te", "Se", "As", "S", "S", "S", "S", "Si", "Si", "O", "O", "N", "N", "C", "C", "C", "C", "C", "C", "C", "C", "C", "C", "C", "C", "H", "H", "H", "H", "H", "H", "H", "H", "H", "H", "H", "H", "H", "H", "H", "H", "H", "H", "H", "H", "H", "H", "H", "H", "H", "H", "H", "H"],
  "coordinates": [[-0.181, -1.814, -2.032], [-1.442, 0.869, -1.036], [2.493, -6.076, -2.323], [-2.123, -0.678, -4.227], [-0.002, -1.827, -4.677], [-3.398, -1.103, -5.821], [1.256, -0.563, -3.604], [-2.583, -2.182, -2.556], [-2.646, 0.531, 2.037], [1.496, 2.896, -1.018], [1.172, -1.107, -0.392], [-0.421, -2.511, 0.087], [2.972, -3.680, 0.413], [0.697, -3.771, -2.160], [1.407, -4.696, -2.247], [1.987, -3.727, 1.480], [1.392, 3.395, 0.791], [-2.171, 0.385, 3.850], [2.037, 4.409, -1.997], [1.364, -2.338, 1.680], [0.665, -1.946, 0.413], [-1.092, 1.000, 1.077], [-0.196, 2.470, -1.717], [2.774, 1.560, -1.227], [-3.383, -1.069, 1.431], [-3.886, 1.922, 1.839], [2.482, 0.624, -0.748], [3.860, -3.313, 0.726], [-4.201, 2.008, 0.797], [-1.432, -0.406, 4.001], [-3.461, 2.881, 2.144], [1.283, 2.529, 1.446], [3.718, 1.892, -0.786], [2.378, -4.075, 2.445], [-1.745, 1.319, 4.224], [2.954, 1.351, -2.283], [-3.625, -1.027, 0.364], [2.101, 4.176, -3.062], [-0.223, 0.385, 1.317], [1.196, -4.416, 1.181], [2.132, -1.600, 1.910], [-2.703, -1.910, 1.562], [-3.045, 0.145, 4.461], [3.121, -4.582, -0.024], [-0.063, 2.221, -2.775], [-4.310, -1.287, 1.968], [-0.828, 3.361, -1.674], [2.308, 3.918, 1.079], [-0.850, 2.041, 1.293], [0.553, 4.070, 0.978], [3.022, 4.752, -1.670], [1.336, 5.238, -1.876], [0.632, -2.377, 2.491], [-4.775, 1.737, 2.446]],
  "nbo_charge": [1.538, 0.693, -0.221, 0.588, -0.223, -0.697, -0.405, -0.677, 1.648, 1.659, -0.736, -0.723, -0.849, -0.736, 0.240, -0.202, -1.119, -1.109, -1.107, -0.512, 0.818, -1.168, -1.172, -1.139, -1.136, -1.118, 0.275, 0.352, 0.248, 0.233, 0.229, 0.236, 0.230, 0.165, 0.231, 0.249, 0.262, 0.238, 0.238, 0.211, 0.218, 0.255, 0.232, 0.388, 0.273, 0.235, 0.239, 0.233, 0.247, 0.229, 0.229, 0.228, 0.226, 0.233]
}

=====

{
  "formula": "C39H70F3NO17SSi",
  "method": "ωB97M-V with the def2-TZVPD basis set",
  "orbital_gap_ev": 8.0190,
  "max_force_ha_per_bohr": 0.17384,
  "homo_ev": -8.6,
  "smiles": "COCCCC[Si@](CCN)(OC(=O)c1ccccc1)S(=O)(=O)C(F)(F)F.CCOC(C)=O.CCOC(C)=O.CCOC(C)=O.CCOC(C)=O.CCOC(C)=O.CCOC(C)=O",
  "symbols": ["S", "Si", "F", "F", "F", "O", "O", "O", "O", "O", "O", "O", "O", "O", "O", "O", "O", "O", "O", "O", "O", "O", "N", "C", "C", "C", "C", "C", "C", "C", "C", "C", "C", "C", "C", "C", "C", "C", "C", "C", "C", "C", "C", "C", "C", "C", "C", "C", "C", "C", "C", "C", "C", "C", "C", "C", "C", "C", "C", "C", "C", "C", "H", "H", "H", "H", "H", "H", "H", "H", "H", "H", "H", "H", "H", "H", "H", "H", "H", "H", "H", "H", "H", "H", "H", "H", "H", "H", "H", "H", "H", "H", "H", "H", "H", "H", "H", "H", "H", "H", "H", "H", "H", "H", "H", "H", "H", "H", "H", "H", "H", "H", "H", "H", "H", "H", "H", "H", "H", "H", "H", "H", "H", "H", "H", "H", "H", "H", "H", "H", "H", "H"],
  "coordinates": [[-2.625, -6.147, 1.669], [-2.184, -4.479, 0.299], [-4.033, -4.405, 3.295], [-4.650, -6.768, 3.548], [-5.398, -5.557, 1.605], [-2.799, -7.481, 0.895], [3.698, -6.705, 3.050], [-5.808, 8.559, -4.817], [4.265, -2.629, 0.411], [-6.493, 0.671, 0.211], [-4.684, 3.809, -3.088], [5.170, 2.337, -0.985], [1.975, -6.036, 1.783], [-1.513, -6.185, 2.746], [-3.631, -3.469, 0.322], [-3.560, 2.875, -1.389], [3.314, 1.476, -0.071], [-7.255, 2.714, 0.724], [7.980, 2.570, 1.570], [-3.916, 9.632, -4.276], [-4.905, -3.401, -1.791], [8.255, 3.763, 3.447], [0.310, -6.137, -2.806], [-2.509, 9.892, -4.428], [6.570, 2.673, -0.954], [-3.005, -1.575, -1.441], [4.056, -8.206, 4.933], [-1.569, -0.022, -3.290], [-2.272, 11.034, -5.396], [-2.515, -1.338, -2.988], [8.062, 2.594, 2.798], [-4.471, 3.611, -1.768], [-0.358, -6.127, -1.441], [9.518, 3.571, 5.520], [4.540, 1.588, -0.054], [8.192, 3.926, 4.876], [-6.125, -0.677, 0.556], [8.037, 1.319, 3.587], [2.986, -3.405, 0.343], [-1.144, 1.005, -2.046], [-2.647, -0.552, -0.167], [-0.605, -3.629, 1.019], [-5.582, 6.002, -3.648], [2.422, -6.286, 2.902], [-4.648, 8.854, -5.104], [-4.057, 8.432, -6.417], [-1.788, -5.276, -1.414], [-5.301, 4.370, -0.775], [4.367, -6.857, 4.316], [-4.251, -5.716, 2.576], [0.321, -2.848, -0.086], [-5.819, 4.505, -3.637], [-7.708, 1.015, 2.320], [5.345, -3.414, -0.223], [-1.703, 0.741, -0.522], [-3.926, -2.902, -1.008], [1.533, -6.217, 4.109], [-7.291, -1.625, 0.356], [1.768, -2.312, 0.560], [-7.114, 1.534, 1.044], [7.406, 1.563, -1.560], [5.360, 0.825, 0.944], [-0.901, -2.894, 1.882], [5.273, -3.399, -1.398], [-4.423, 7.428, -6.655], [-2.804, 11.932, -5.066], [9.034, 0.871, 3.577], [-2.632, -6.092, -1.625], [-6.289, 4.641, -1.141], [-4.378, 9.129, -7.195], [-7.208, 0.131, 2.711], [5.278, -4.521, 0.179], [-2.971, 8.365, -6.410], [-5.313, -0.960, -0.123], [-5.463, 3.732, 0.100], [-4.667, 6.241, -4.201], [-8.767, 0.797, 2.161], [6.326, 1.277, 1.159], [-5.927, 4.152, -4.669], [-4.762, 5.271, -0.471], [10.325, 4.173, 5.091], [-0.443, 1.911, -2.297], [5.505, -0.197, 0.583], [7.703, 1.443, 4.615], [9.781, 2.524, 5.350], [-2.138, 10.179, -3.438], [-0.558, -7.241, -1.125], [-1.775, -4.532, -2.317], [-1.399, 1.467, 0.351], [2.989, -8.317, 5.144], [4.608, -8.340, 5.868], [7.309, 0.631, -0.995], [-2.643, 10.798, -6.397], [6.393, -2.982, 0.070], [0.331, -7.136, -3.166], [7.353, 3.366, 5.299], [-2.850, -2.121, -3.821], [-0.203, -1.858, -0.494], [0.070, -4.490, 1.478], [2.068, -6.044, 5.040], [-7.657, -1.568, -0.674], [-8.134, -1.370, 1.004], [4.327, -9.013, 4.245], [-5.709, -0.725, 1.568], [-6.422, 6.523, -4.116], [-7.609, 1.788, 3.089], [-1.196, 0.155, -4.390], [2.068, -1.281, 0.044], [6.889, 2.938, 0.059], [4.816, 0.800, 1.894], [-0.211, -5.564, -3.507], [5.441, -6.798, 4.106], [2.881, -3.951, -0.702], [-6.741, 4.226, -3.119], [9.482, 3.747, 6.599], [7.327, 0.632, 3.116], [7.978, 4.985, 5.057], [0.448, -5.686, -0.688], [7.075, 1.349, -2.581], [4.138, -6.022, 4.985], [-3.014, -0.746, 0.934], [0.848, -5.372, 3.988], [0.525, -3.503, -1.061], [0.956, -7.142, 4.183], [6.684, 3.578, -1.560], [-1.968, 8.982, -4.707], [2.927, -4.150, 1.257], [1.616, -2.070, 1.699], [-5.450, 6.397, -2.637], [8.463, 1.844, -1.583], [-1.205, 11.264, -5.469], [-6.992, -2.656, 0.568]],
  "mulliken_charge": [0.982, -0.350, -0.224, -0.203, -0.219, -0.642, -0.375, -0.588, -0.235, -0.273, -0.429, -0.366, -0.454, -0.533, -0.027, -0.519, -0.619, -0.596, -0.697, -0.349, -0.612, -0.356, -0.650, -0.381, -0.055, 0.739, -0.981, -0.504, -0.938, -0.443, 0.737, 0.792, 0.161, -0.949, 0.578, -0.396, 0.087, -0.860, 0.079, -0.348, 0.092, 0.190, -0.688, 0.749, 0.795, -1.081, -0.384, -0.885, -0.415, 0.578, 0.642, -0.610, -1.174, -0.681, -0.590, 0.044, -0.978, -1.144, -0.558, 0.871, -1.003, 0.145, 0.458, 0.273, 0.315, 0.296, 0.269, 0.362, 0.343, 0.307, 0.395, 0.259, 0.376, -0.213, 0.194, 0.127, 0.287, -0.415, 0.358, 0.298, 0.299, 0.357, 0.087, 0.332, 0.272, 0.313, 0.373, 0.249, 0.312, 0.272, 0.363, 0.199, 0.270, 0.236, 0.282, 0.356, 0.344, -0.484, -0.435, 0.414, 0.330, 0.371, 0.303, 0.288, 0.445, 0.316, 0.302, 0.160, 0.180, 0.402, 0.250, 0.331, 0.360, 0.346, 0.355, 0.207, 0.297, -0.203, 0.357, 0.346, 0.311, 0.162, 0.040, 0.279, 0.299, 0.331, -0.242, 0.231, 0.262, 0.332, 0.352, 0.300]
}

=====

{
  "formula": "C16H34CrGeN2O4S",
  "method": "ωB97M-V with the def2-TZVPD basis set",
  "multiplicity": 6,
  "orbital_gap_ev": [9.0731, 7.2237],
  "max_force_ha_per_bohr": 0.00681,
  "homo_ev": [-11.5, -12.0],
  "total_charge": 1,
  "relative_energy_kcal_mol": 0.5,
  "symbols": ["Ge", "Cr", "S", "O", "O", "O", "O", "N", "N", "C", "C", "C", "C", "C", "C", "C", "C", "C", "C", "C", "C", "C", "C", "C", "C", "H", "H", "H", "H", "H", "H", "H", "H", "H", "H", "H", "H", "H", "H", "H", "H", "H", "H", "H", "H", "H", "H", "H", "H", "H", "H", "H", "H", "H", "H", "H", "H", "H", "H"],
  "coordinates": [[2.179, -1.325, 2.444], [0.434, -0.061, 0.377], [0.769, 0.551, 3.531], [-0.530, 1.162, 1.641], [0.410, 1.231, -1.169], [2.503, -0.287, 0.900], [0.519, -1.680, 1.573], [0.750, 2.754, -2.804], [-0.769, -1.473, 4.780], [-2.757, 0.273, 1.991], [-0.151, -0.643, 4.270], [4.028, 0.504, -0.752], [0.756, -2.708, -0.592], [0.563, 3.904, -1.931], [3.606, 0.637, 0.704], [-1.892, 1.521, 1.888], [0.663, 1.520, -2.354], [0.995, 3.034, -4.210], [-1.266, -3.087, 0.859], [-2.310, 2.362, 0.677], [0.938, -4.075, 1.512], [4.756, 0.258, 1.628], [0.242, -2.909, 0.833], [3.105, 2.042, 1.012], [-1.973, 2.363, 3.153], [-0.308, 4.471, -2.258], [1.890, 3.647, -4.312], [2.235, 2.283, 0.397], [-1.678, 3.246, 0.594], [2.816, 2.130, 2.060], [4.476, 0.365, 2.680], [-1.306, 3.222, 3.085], [3.192, 0.740, -1.414], [1.137, 2.102, -4.752], [0.415, 3.561, -0.911], [-3.806, 0.547, 2.107], [0.252, -1.859, -1.082], [-2.992, 2.723, 3.297], [0.819, 0.739, -3.105], [0.662, -5.013, 1.030], [2.026, -3.989, 1.461], [1.445, 4.540, -1.987], [-2.470, -0.349, 2.838], [0.535, -3.576, -1.214], [0.145, 3.570, -4.631], [5.611, 0.911, 1.453], [-1.548, -4.011, 0.355], [-2.669, -0.323, 1.080], [-1.700, 1.780, 4.032], [-1.766, -2.261, 0.348], [0.638, -4.129, 2.560], [5.075, -0.771, 1.454], [1.835, -2.544, -0.609], [4.363, -0.511, -0.963], [-1.624, -3.118, 1.887], [4.844, 1.191, -0.977], [-2.230, 1.782, -0.243], [3.883, 2.780, 0.817], [-3.345, 2.686, 0.793]],
  "nbo_charge": [1.309, 1.407, 0.179, -0.771, -0.792, -1.039, -1.024, -0.346, -0.282, -0.615, 0.004, -0.610, -0.626, -0.421, 0.270, 0.234, 0.550, -0.405, -0.613, -0.598, -0.642, -0.639, 0.275, -0.608, -0.617, 0.223, 0.220, 0.198, 0.210, 0.215, 0.218, 0.218, 0.193, 0.220, 0.235, 0.227, 0.163, 0.225, 0.161, 0.238, 0.215, 0.221, 0.230, 0.252, 0.221, 0.238, 0.228, 0.193, 0.219, 0.197, 0.241, 0.224, 0.230, 0.223, 0.243, 0.227, 0.198, 0.229, 0.229]
}

=====

{
  "formula": "C24H21Cl2N5Ti",
  "method": "ωB97M-V with the def2-TZVPD basis set",
  "multiplicity": 3,
  "orbital_gap_ev": [3.8228, 6.9052],
  "max_force_ha_per_bohr": 0.06694,
  "homo_ev": [-4.1, -7.1],
  "relative_energy_kcal_mol": 33.8,
  "symbols": ["Ti", "Cl", "Cl", "N", "N", "N", "N", "N", "C", "C", "C", "C", "C", "C", "C", "C", "C", "C", "C", "C", "C", "C", "C", "C", "C", "C", "C", "C", "C", "C", "C", "C", "H", "H", "H", "H", "H", "H", "H", "H", "H", "H", "H", "H", "H", "H", "H", "H", "H", "H", "H", "H", "H"],
  "coordinates": [[-0.043, -0.118, -0.073], [-3.204, 0.162, -3.518], [-0.063, -2.649, -0.271], [-1.253, -0.324, 1.449], [0.023, 1.772, 0.169], [1.573, -0.128, -1.168], [1.419, -0.211, 1.493], [-1.214, -0.318, -1.353], [0.214, 4.485, 0.776], [4.035, 0.259, -2.441], [0.858, 2.204, 1.144], [0.972, 3.539, 1.466], [1.705, 1.175, 1.866], [-3.349, -0.043, 2.566], [-2.597, -3.780, -3.174], [2.823, 0.497, -3.110], [-3.074, -2.544, -3.599], [-2.579, -0.039, 1.433], [-1.384, -0.585, 3.832], [2.750, -0.351, -0.516], [-2.628, -1.388, -3.006], [-1.674, -1.378, -1.948], [-1.232, -2.684, -1.566], [-0.714, 2.687, -0.501], [-2.757, -0.328, 3.807], [1.637, 0.309, -2.452], [-0.644, 4.029, -0.231], [-0.677, -0.589, 2.654], [2.579, -0.862, 0.894], [0.786, -0.953, 2.575], [3.974, -0.154, -1.107], [-1.665, -3.850, -2.145], [1.285, -0.784, 3.546], [-1.247, 4.722, -0.795], [-3.797, -2.484, -4.398], [0.296, 5.531, 1.013], [1.565, 1.315, 2.951], [1.651, 3.844, 2.249], [-0.881, -0.810, 4.762], [0.858, -2.028, 2.358], [4.980, 0.379, -2.942], [2.396, -1.945, 0.852], [4.879, -0.348, -0.548], [-3.344, -0.363, 4.708], [3.498, -0.704, 1.486], [2.819, 0.824, -4.138], [-4.405, 0.167, 2.496], [-2.948, -4.683, -3.645], [-1.287, -4.803, -1.805], [2.762, 1.405, 1.654], [-2.993, 0.175, 0.452], [0.676, 0.478, -2.931], [-1.359, 2.272, -1.268]],
  "nbo_charge": [1.255, -0.009, 0.102, -0.590, -0.490, -0.626, -0.480, -0.765, -0.150, -0.289, 0.227, -0.236, -0.266, -0.248, -0.255, -0.250, -0.215, 0.012, -0.224, 0.120, -0.070, 0.118, -0.013, 0.065, -0.259, 0.002, -0.245, 0.132, -0.243, -0.243, -0.225, -0.251, 0.201, 0.231, 0.225, 0.224, 0.229, 0.223, 0.211, 0.222, 0.207, 0.218, 0.208, 0.211, 0.200, 0.216, 0.220, 0.216, 0.223, 0.238, 0.222, 0.217, 0.249]
}

=====

{
  "formula": "C4H11BNO3S",
  "method": "ωB97M-V with the def2-TZVPD basis set",
  "orbital_gap_ev": 8.9721,
  "max_force_ha_per_bohr": 0.02981,
  "homo_ev": -14.6,
  "total_charge": 1,
  "symbols": ["S", "O", "O", "O", "N", "C", "C", "C", "C", "B", "H", "H", "H", "H", "H", "H", "H", "H", "H", "H", "H"],
  "coordinates": [[1.676, -0.365, 0.541], [0.707, -1.597, 1.107], [1.512, 2.303, 0.911], [1.044, -0.458, -2.715], [-1.436, -1.917, -0.073], [-1.140, 0.911, 2.592], [0.321, -1.666, -3.007], [-0.861, 1.302, 1.091], [-0.407, -1.798, 0.425], [0.666, 1.267, 0.866], [0.731, -2.156, -3.890], [-0.220, 0.793, 3.173], [-0.739, -1.463, -3.156], [1.169, 2.983, 1.512], [-1.246, 2.306, 0.912], [1.636, -0.510, -0.831], [-1.421, 0.634, 0.439], [-1.663, -0.041, 2.644], [0.434, -2.333, -2.157], [-1.720, 1.681, 3.090], [0.955, 0.125, -3.475]],
  "nbo_charge": [0.728, -0.566, -0.841, -0.770, -0.282, -0.596, -0.252, -0.838, 0.487, 0.859, 0.195, 0.200, 0.192, 0.536, 0.271, 0.247, 0.277, 0.235, 0.172, 0.246, 0.500]
}

=====

{
  "formula": "C3H4N2O2",
  "method": "ωB97M-V with the def2-TZVPD basis set",
  "orbital_gap_ev": 10.0366,
  "max_force_ha_per_bohr": 0.01384,
  "homo_ev": -9.7,
  "relative_energy_kcal_mol": 66.7,
  "symbols": ["O", "O", "N", "N", "C", "C", "C", "H", "H", "H", "H"],
  "coordinates": [[0.846, 0.948, -0.432], [2.576, -0.513, -0.683], [0.672, -0.999, 0.598], [-1.499, 0.501, -0.667], [-0.399, -0.390, 1.102], [1.506, -0.207, -0.247], [-0.414, 0.855, 0.262], [-1.207, -0.264, -1.265], [-2.335, 0.185, -0.177], [0.960, -1.940, 0.828], [-0.597, 1.832, 0.712]],
  "nbo_charge": [-0.470, -0.550, -0.651, -0.802, 0.114, 0.869, 0.105, 0.366, 0.387, 0.424, 0.208]
}

=====

Total energy
In order: -213865.6856 -104727.1312 -124082.2967 -80838.9105 -23461.8959 -10249.3731
Unit: eV